190
Properties=species:S:1:pos:R:3:forces:R:3:mulliken_charge:R:1 method="wB97M-V/def2-TZVPD" homo_energy_ev=-8.1 spin_multiplicity=1 charge=0 gap_ev=8.49 lumo_ev=0.38 mol_weight_g_mol=970.605 de_lowest_kcal_mol=62.7
C -2.834 17.117 -17.575 0.164 -0.412 0.751 -1.299
C -1.349 16.765 -17.347 0.036 0.393 -0.721 -0.529
N -1.036 15.354 -17.499 -0.401 0.484 -1.321 0.063
C 0.378 15.104 -17.727 -0.104 -0.894 1.077 -0.639
C 1.258 15.513 -16.552 0.128 0.327 -0.280 -1.023
C -1.650 14.583 -16.466 -0.016 -2.268 -0.215 -0.231
C -1.530 13.023 -16.691 -0.060 1.108 -0.371 -1.449
H -3.019 18.191 -17.563 0.260 0.028 -0.193 0.402
H -3.486 16.718 -16.798 0.028 -0.091 0.085 0.333
H -3.172 16.682 -18.516 0.111 0.132 -0.091 0.314
H -0.816 17.333 -18.109 0.271 -0.191 -0.246 0.382
H -0.894 17.111 -16.420 -0.611 0.442 0.562 0.361
H 0.509 14.027 -17.822 -0.133 -0.078 -0.342 0.308
H 0.749 15.541 -18.654 -0.325 0.268 -0.002 0.373
H 0.979 15.062 -15.600 -0.114 -0.218 -0.123 0.265
H 2.271 15.193 -16.797 0.188 0.371 0.256 0.411
H 1.172 16.591 -16.418 0.545 0.050 0.064 0.273
H -2.722 14.778 -16.471 0.113 0.221 0.152 0.309
H -1.245 14.796 -15.476 -0.035 0.243 0.426 0.279
H -1.759 12.778 -17.728 -0.261 0.157 -0.102 0.372
H -2.265 12.522 -16.060 0.276 -0.119 0.129 0.420
H -0.523 12.629 -16.553 -0.068 0.046 0.498 0.306
C -14.946 27.546 -29.494 -0.527 -0.265 -0.849 -1.484
C -14.448 27.100 -28.154 0.497 0.297 0.611 -0.243
N -15.495 26.628 -27.217 -0.585 0.060 -0.451 -0.065
C -16.366 25.614 -27.848 -0.536 0.162 0.544 -0.453
C -17.531 25.142 -26.954 0.911 -0.033 0.252 -1.352
C -14.924 26.118 -25.951 1.432 1.512 -0.767 -0.470
C -13.974 27.190 -25.306 -1.541 -0.495 0.777 -1.309
H -15.719 28.306 -29.377 -0.405 -0.358 -0.189 0.345
H -15.233 26.656 -30.054 -0.856 0.194 -0.055 0.341
H -14.233 27.976 -30.198 0.678 0.205 0.654 0.406
H -13.688 26.340 -28.333 0.266 -0.522 0.152 0.337
H -13.913 27.946 -27.724 -0.174 -0.092 0.313 0.304
H -16.871 25.949 -28.754 0.445 0.644 -0.002 0.367
H -15.769 24.761 -28.170 0.217 -0.495 0.032 0.393
H -18.063 25.977 -26.499 -0.131 0.137 -0.360 0.352
H -18.190 24.522 -27.562 -0.129 0.059 0.193 0.404
H -17.163 24.558 -26.110 -0.067 -0.266 -0.081 0.312
H -14.363 25.210 -26.169 0.147 -0.451 0.137 0.392
H -15.677 25.917 -25.189 -0.176 -0.072 -0.384 0.338
H -13.641 26.795 -24.346 0.579 -0.246 -0.186 0.384
H -14.654 27.968 -24.957 0.079 0.504 -0.366 0.344
H -13.165 27.643 -25.879 -0.123 -0.482 0.023 0.358
C -3.175 27.130 -23.895 -1.248 -0.611 -0.273 -1.415
C -2.740 28.154 -24.922 1.114 0.492 -0.286 -0.199
N -2.735 27.750 -26.325 -1.354 -0.234 -0.885 -0.070
C -2.197 28.816 -27.241 0.975 -1.355 1.178 -0.437
C -0.658 28.958 -27.151 -0.650 0.329 0.680 -1.326
C -4.093 27.393 -26.823 -0.850 0.864 0.039 -0.686
C -5.190 28.566 -26.832 1.461 -0.530 -0.586 -1.001
H -2.822 26.125 -24.123 0.503 0.111 0.147 0.338
H -4.257 27.001 -23.884 -0.307 0.120 -0.357 0.300
H -3.007 27.400 -22.852 0.709 0.155 -0.184 0.406
H -3.306 29.079 -24.814 -0.192 0.303 0.291 0.315
H -1.693 28.399 -24.744 0.023 0.194 0.354 0.309
H -2.402 28.503 -28.265 -0.385 0.098 0.076 0.401
H -2.682 29.764 -27.008 0.012 0.288 -0.241 0.319
H -0.345 29.374 -26.194 -0.124 0.302 0.042 0.328
H -0.118 28.012 -27.188 -0.265 -0.094 -0.564 0.330
H -0.359 29.662 -27.928 0.319 -0.200 -0.040 0.403
H -4.577 26.565 -26.305 0.577 -0.114 0.486 0.351
H -3.928 27.011 -27.830 -0.245 0.212 -0.169 0.408
H -5.326 29.039 -25.859 -0.053 -0.238 0.062 0.259
H -6.149 28.234 -27.230 0.048 -0.260 0.214 0.401
H -4.843 29.341 -27.516 -0.066 0.159 0.016 0.264
C 0.323 17.658 -37.683 0.361 -0.071 0.153 -1.337
C 1.679 18.039 -38.329 -1.101 -0.675 0.729 -0.427
N 1.616 19.328 -38.991 -0.540 0.027 -0.999 0.015
C 2.916 19.680 -39.540 0.952 0.288 -0.750 -0.786
C 3.506 18.772 -40.661 0.013 -0.397 1.184 -0.976
C 0.553 19.426 -40.043 0.271 0.573 0.137 -0.336
C 0.449 20.854 -40.620 -0.081 -0.664 0.430 -1.336
H -0.455 17.392 -38.399 0.124 0.105 -0.128 0.320
H -0.059 18.453 -37.043 0.067 0.237 -0.171 0.332
H 0.424 16.797 -37.022 0.243 -0.141 -0.089 0.421
H 2.444 18.016 -37.553 0.027 0.692 0.246 0.416
H 2.024 17.205 -38.941 -0.238 -0.147 -0.756 0.320
H 3.627 19.767 -38.719 0.020 -0.195 0.144 0.432
H 2.921 20.670 -39.997 -0.497 0.175 0.356 0.320
H 3.971 17.883 -40.235 -0.304 -0.306 0.074 0.312
H 4.357 19.244 -41.152 -0.420 0.351 -0.350 0.386
H 2.700 18.459 -41.324 0.401 0.104 -0.363 0.222
H 0.709 18.729 -40.866 0.328 -0.216 -0.242 0.282
H -0.446 19.153 -39.705 0.264 0.042 0.727 0.380
H -0.454 20.908 -41.228 0.173 0.029 -0.273 0.424
H 0.315 21.576 -39.815 0.203 0.013 0.054 0.325
H 1.338 21.101 -41.201 -0.267 0.178 -0.116 0.293
C -5.707 19.656 -29.561 -0.593 0.368 0.162 -1.396
C -6.791 19.324 -28.525 0.161 0.226 -0.084 -0.261
N -7.486 20.535 -28.097 -0.473 0.891 0.345 0.011
C -8.237 21.236 -29.168 0.929 -0.552 0.898 -0.652
C -9.367 20.438 -29.738 -1.717 -0.255 -1.399 -1.104
C -8.350 20.393 -26.909 1.940 -0.580 0.419 -0.602
C -7.459 20.120 -25.632 -1.655 -0.268 0.256 -1.170
H -4.965 18.859 -29.611 -0.054 0.115 -0.267 0.401
H -5.241 20.615 -29.337 0.288 -0.163 0.441 0.361
H -6.179 19.858 -30.522 0.138 -0.508 -0.260 0.285
H -7.452 18.561 -28.938 -0.475 -0.100 -0.350 0.272
H -6.358 18.785 -27.683 0.156 0.534 0.272 0.352
H -8.662 22.124 -28.700 0.166 0.167 -0.099 0.372
H -7.505 21.568 -29.905 -0.213 -0.067 -0.222 0.385
H -9.760 20.868 -30.660 0.308 0.457 -0.272 0.394
H -9.222 19.405 -30.053 0.631 -0.096 0.402 0.288
H -10.285 20.446 -29.151 0.240 -0.097 0.628 0.328
H -9.092 19.628 -27.139 -0.144 -0.510 0.632 0.366
H -8.922 21.302 -26.724 0.223 0.199 -0.217 0.360
H -8.104 19.929 -24.774 -0.535 -0.072 0.000 0.412
H -6.909 20.985 -25.262 0.377 0.021 -0.764 0.288
H -6.865 19.206 -25.638 0.304 0.290 -0.519 0.311
C -8.181 26.946 -34.466 0.627 0.280 -0.808 -0.985
C -6.930 26.665 -35.297 1.130 -0.359 0.707 0.700
O -6.038 25.966 -34.858 -0.527 0.122 -0.065 -0.547
C -6.746 27.337 -36.638 -0.519 -0.347 -0.068 -0.953
H -8.979 26.341 -34.897 -0.173 -0.101 0.297 0.273
H -8.463 27.990 -34.606 -0.111 0.052 0.083 0.325
H -7.983 26.742 -33.414 -0.166 -0.199 -0.219 0.303
H -6.119 26.762 -37.319 -0.024 -0.218 0.294 0.320
H -6.220 28.276 -36.467 -0.352 0.249 -0.043 0.253
H -7.729 27.459 -37.092 0.114 0.519 -0.177 0.312
C -6.368 13.294 -21.284 -1.064 1.162 -0.016 -0.965
C -7.802 13.353 -20.705 1.019 -0.469 -1.076 0.709
O -8.663 14.040 -21.206 0.127 -0.340 0.812 -0.547
C -8.006 12.285 -19.629 -0.691 0.995 0.237 -0.995
H -6.193 14.054 -22.045 -0.376 0.073 -0.030 0.289
H -6.303 12.331 -21.792 0.628 -0.217 0.534 0.283
H -5.685 13.543 -20.472 0.355 -0.852 -0.074 0.311
H -8.222 11.356 -20.155 0.026 -0.097 0.139 0.274
H -8.849 12.571 -19.000 -0.205 -0.201 -0.161 0.309
H -7.155 12.164 -18.958 0.183 -0.055 -0.364 0.332
C 1.571 22.311 -26.034 -0.003 -0.142 1.104 -0.999
C 0.964 21.459 -24.902 0.759 -0.719 1.603 0.757
O 1.569 21.270 -23.838 -1.155 0.569 -2.151 -0.562
C -0.378 20.769 -25.185 0.546 0.868 0.041 -0.968
H 1.930 21.679 -26.845 -0.165 -0.052 -0.043 0.281
H 2.421 22.833 -25.594 0.014 -0.009 -0.149 0.293
H 0.861 23.046 -26.414 -0.071 -0.155 -0.084 0.323
H -0.998 21.477 -25.734 -0.096 -0.233 -0.270 0.313
H -0.929 20.467 -24.295 0.421 -0.066 0.058 0.295
H -0.137 19.906 -25.807 -0.258 -0.055 -0.110 0.266
C -8.167 9.821 -29.519 0.458 0.235 -0.529 -1.037
C -6.990 10.785 -29.621 0.667 -0.532 -0.936 0.788
O -6.278 10.876 -30.605 -0.724 -0.115 0.444 -0.560
C -6.685 11.558 -28.385 -0.078 -0.136 0.338 -1.015
H -8.025 9.200 -28.635 -0.289 0.109 0.137 0.305
H -8.241 9.175 -30.394 0.158 0.133 0.003 0.298
H -9.077 10.418 -29.459 -0.124 -0.143 0.306 0.303
H -6.039 12.409 -28.602 -0.348 0.069 0.085 0.318
H -6.134 10.888 -27.724 0.128 -0.114 0.084 0.277
H -7.617 11.768 -27.861 0.142 0.502 0.067 0.324
C -17.855 18.663 -34.646 0.318 -0.072 1.144 -0.875
C -17.954 19.022 -33.143 -0.220 0.764 -0.924 0.672
O -18.700 19.883 -32.739 -0.014 -0.191 -0.085 -0.553
C -17.041 18.272 -32.208 -0.503 0.692 -0.194 -0.983
H -17.624 19.529 -35.266 -0.047 0.099 0.225 0.283
H -18.801 18.244 -34.988 0.136 -0.156 0.002 0.269
H -17.022 17.960 -34.680 -0.284 -0.214 -0.704 0.274
H -17.592 17.368 -31.949 0.407 -0.301 0.086 0.254
H -16.942 18.911 -31.331 0.221 -0.313 0.082 0.302
H -16.095 18.086 -32.716 -0.009 -0.308 0.367 0.358
C -13.704 22.547 -17.325 1.015 0.509 -0.563 -0.932
C -12.548 22.678 -18.390 -2.057 -0.390 -1.892 0.733
O -12.812 22.368 -19.569 1.222 0.723 2.868 -0.558
C -11.239 23.304 -17.925 -0.140 -0.123 -0.409 -0.995
H -13.753 21.542 -16.906 0.082 -0.007 -0.071 0.260
H -14.661 22.799 -17.782 0.146 -0.237 -0.225 0.301
H -13.543 23.265 -16.521 0.076 -0.158 0.143 0.301
H -10.746 23.868 -18.716 -0.317 0.015 -0.162 0.322
H -10.508 22.542 -17.657 -0.180 -0.190 0.290 0.267
H -11.431 23.961 -17.076 0.153 -0.139 0.017 0.302
C -14.185 15.029 -25.570 0.166 -1.255 -0.267 -0.984
C -13.938 13.514 -25.873 0.801 0.760 -2.302 0.724
O -13.729 13.155 -27.041 -0.493 0.519 2.382 -0.567
C -13.921 12.522 -24.734 -0.589 0.086 -0.299 -0.958
H -15.215 15.117 -25.223 0.000 0.202 0.174 0.289
H -14.042 15.636 -26.464 -0.105 -0.288 -0.045 0.292
H -13.497 15.393 -24.807 -0.128 -0.138 0.195 0.308
H -14.858 11.968 -24.785 -0.202 -0.023 -0.034 0.274
H -13.907 13.002 -23.756 0.390 -0.125 -0.063 0.296
H -13.151 11.772 -24.916 0.173 0.263 0.260 0.326
C -8.316 16.105 -35.414 -0.828 0.368 -0.243 -1.012
C -9.738 15.517 -35.707 1.472 0.935 0.447 0.716
O -10.651 16.247 -36.022 0.381 -0.582 0.002 -0.548
C -9.887 14.058 -35.422 -1.022 -0.454 -0.612 -0.997
H -8.462 17.175 -35.266 0.092 -0.027 0.173 0.315
H -7.602 16.018 -36.233 -0.268 -0.312 -0.307 0.283
H -7.822 15.658 -34.551 -0.281 -0.094 0.102 0.322
H -10.740 13.681 -35.987 -0.070 0.003 -0.056 0.322
H -10.186 13.964 -34.378 0.363 -0.122 0.179 0.269
H -9.031 13.433 -35.675 0.161 0.286 0.323 0.329